Record 1
This record from the Open Molecules 2025 dataset describes a molecular structure, C32H37BGeN6Ti in a non-equilibrium geometry. The level of theory is wB97M-V/def2-TZVPD.

XYZ file:
```
78
Properties=species:S:1:pos:R:3:mulliken_charge:R:1
Ti 0.42797 0.57284 -0.30860 0.0315
C 0.38747 2.63614 2.62970 -1.3240
C 0.42007 3.22164 1.26190 0.5173
C 0.39097 4.52284 0.79370 -1.3401
C 0.43177 4.44234 -0.60580 0.8477
C 0.41377 5.55424 -1.57320 -1.4180
N 0.48617 3.14064 -0.94370 0.7684
N 0.48017 2.38914 0.19970 0.3864
B 0.50677 2.44474 -2.34180 -0.7324
N -0.79203 1.57304 -2.41580 0.1464
N -1.18063 0.86644 -1.30460 0.6769
C -2.49473 0.57294 -1.43360 0.4720
C -3.25403 -0.12896 -0.37270 -1.2523
C -2.93703 1.05644 -2.65440 -1.3570
C -1.84303 1.68414 -3.25340 0.8087
C -1.80823 2.35084 -4.56590 -1.3855
N 1.74977 1.51254 -2.37900 0.0839
N 2.05227 0.71954 -1.29890 0.7062
C 3.31987 0.26864 -1.44960 0.4298
C 3.98307 -0.57806 -0.42690 -1.1262
C 3.81727 0.75444 -2.65110 -1.5159
C 2.80637 1.53744 -3.21640 0.8593
C 2.83067 2.25914 -4.50090 -1.3430
H 0.31817 3.41894 3.37920 0.4104
H 1.30477 2.06344 2.81830 0.2857
H -0.48613 1.97754 2.73210 0.2061
H 0.34117 5.41854 1.37920 0.5541
H 0.39437 6.50024 -1.04130 0.4178
H -0.46333 5.50074 -2.21650 0.3098
H 1.29257 5.53574 -2.21550 0.3196
H 0.53887 3.23344 -3.20760 0.0326
H -2.79663 0.03114 0.61040 0.1734
H -3.29773 -1.19966 -0.57870 0.2057
H -4.27833 0.23534 -0.35790 0.5270
H -3.92633 0.97704 -3.05600 0.5969
H -2.65983 2.03364 -5.16250 0.4266
H -0.89223 2.12324 -5.10500 0.2840
H -1.87483 3.43084 -4.44480 0.3086
H 3.38257 -0.63836 0.48700 0.0989
H 4.96387 -0.16666 -0.18580 0.4779
H 4.15797 -1.58336 -0.81250 0.3227
H 4.79197 0.57524 -3.05860 0.5875
H 3.69267 1.95014 -5.08600 0.4090
H 2.90387 3.33494 -4.34350 0.3140
H 1.92807 2.06814 -5.07620 0.2798
C 0.62857 -2.40766 -1.37030 -1.3489
Ge 0.16647 -1.81506 0.51250 1.2077
C 1.57257 -2.40416 1.82930 0.6715
C 1.84617 -3.76146 1.89610 -0.5639
C 2.73187 -4.22846 2.85500 -0.7481
C 3.35017 -3.34326 3.71950 -0.5887
C 3.08767 -1.98436 3.64130 -0.6950
C 2.19207 -1.51126 2.69370 -0.0487
C -1.57303 -2.66496 0.97720 0.5982
C -2.08083 -3.65586 0.14660 -0.4777
C -3.23323 -4.35766 0.48960 -0.9615
C -3.93573 -4.03056 1.63130 -0.6322
C -3.46553 -3.03196 2.50550 0.6123
C -4.14613 -2.70096 3.69960 -0.7658
C -3.68853 -1.69286 4.51890 -0.6789
C -2.52623 -0.99596 4.18510 -1.0053
C -1.84873 -1.29536 3.02380 0.0230
C -2.27163 -2.32706 2.16840 0.4242
H 0.75817 -3.48656 -1.45410 0.5961
H 1.57177 -1.94986 -1.68980 0.3675
H -0.15393 -2.10716 -2.07980 0.4089
H 1.36557 -4.45156 1.21650 0.4179
H 2.92387 -5.28936 2.91890 0.4462
H 4.04037 -3.71526 4.46140 0.4343
H 3.57717 -1.29946 4.31420 0.4618
H 1.97207 -0.44056 2.62550 0.4135
H -1.56923 -3.91456 -0.76880 0.4776
H -3.57593 -5.15816 -0.14500 0.4705
H -4.86733 -4.52946 1.85230 0.5139
H -5.01923 -3.27016 3.97790 0.5019
H -4.22123 -1.44536 5.42330 0.4561
H -2.16923 -0.21786 4.84190 0.4942
H -0.96933 -0.70946 2.73590 0.0292
```

The value obtained for the energy relative to the best compared isomer or geometry (same formula, charge and spin) is 0.913 eV. As for the spin multiplicity: 2. The total energy is -4520.49978 a.u. The calculation puts the gap between HOMO and LUMO (spin up / spin down) at 6.77 / 4.83 eV. As for the charge: +3. Its largest force on an atom is 1.7 eV/A.

=====

Record 2
This record from the Open Molecules 2025 dataset describes a molecular structure, C32H37BN13O6STl. The level of theory is wB97M-V/def2-TZVPD.

XYZ file:
```
91
Properties=species:S:1:pos:R:3:mulliken_charge:R:1
Tl -1.06654 0.51513 -0.03191 3.3249
C 2.57098 2.30788 1.81067 -1.5082
C 1.82631 1.18406 1.46478 -0.8587
N 0.57185 1.53543 1.19281 -0.4866
N 0.47906 2.88024 1.34658 0.7483
C 1.67907 3.35835 1.72096 0.0858
B -0.82615 3.71063 1.05971 0.2239
N -1.04698 3.73657 -0.49050 0.7498
C -1.26748 4.75824 -1.33795 0.1067
C -1.51762 4.24643 -2.59497 -1.6458
C -1.44102 2.86935 -2.43277 -0.2413
N -1.16405 2.55840 -1.16874 -0.5528
N -2.07240 3.03302 1.70841 0.4951
C -3.02495 3.57708 2.49185 -0.0702
C -3.99652 2.62786 2.72698 -1.4220
C -3.56629 1.50204 2.02281 -0.1582
N -2.41820 1.75907 1.40997 -0.5760
N -0.63434 5.07283 1.69416 0.5341
C -0.44812 5.27546 3.02876 -0.3994
C -0.22133 6.60954 3.22437 -1.0326
C -0.27715 7.16190 1.92730 -0.3495
N -0.51682 6.24126 1.01340 -1.0983
H 3.61187 2.35198 2.08072 0.4951
H 2.14054 0.15534 1.37150 0.7773
H 1.82554 4.41229 1.89335 0.4719
H -1.20811 5.77050 -0.97669 0.5623
H -1.72826 4.79401 -3.49699 0.4479
H -1.56176 2.09431 -3.17242 0.5162
H -2.95503 4.59790 2.82767 0.4730
H -4.89079 2.73633 3.31556 0.4504
H -4.02390 0.52773 1.92973 0.4862
H -0.49015 4.45662 3.73039 0.5590
H -0.04126 7.11608 4.15733 0.4654
H -0.15240 8.19064 1.62703 0.4771
O -3.96901 -5.01941 3.30312 -0.4984
C -2.86683 -4.35506 3.88970 -0.7593
C -2.38792 -3.26887 2.97130 0.4265
C -1.51612 -2.26749 3.47957 -1.1542
C -1.09414 -1.28838 2.63519 -0.5747
N -1.45466 -1.23420 1.33587 -0.0781
C -2.30365 -2.17902 0.81510 0.5033
C -2.77030 -3.21876 1.66557 -0.8798
C -2.69649 -2.04365 -0.54487 0.5434
C -3.35687 -3.08137 -1.26219 -1.1641
C -3.63438 -2.95602 -2.58644 0.8154
C -4.32886 -4.04366 -3.36588 -0.9590
O -4.39712 -5.28428 -2.69599 -0.5358
C -3.26535 -1.74996 -3.25284 -1.2678
C -2.65562 -0.77338 -2.53577 -0.0460
N -2.37780 -0.87373 -1.21460 -0.1919
H -4.27294 -5.70744 3.90221 0.3101
H -2.03885 -5.05262 4.06212 0.3159
H -3.12830 -3.91361 4.85650 0.3524
H -1.19683 -2.26823 4.51307 0.4346
H -0.43950 -0.49407 2.97809 0.5261
H -3.47246 -3.95125 1.29764 0.6160
H -3.62143 -3.99930 -0.75754 0.7203
H -3.85428 -4.14373 -4.34791 0.4046
H -5.36191 -3.74042 -3.54600 0.3135
H -3.51725 -5.67518 -2.67402 0.3170
H -3.46408 -1.60308 -4.30596 0.4620
H -2.38092 0.15995 -3.01009 0.0834
C 6.07007 -3.39497 0.20382 -1.0859
C 6.30316 -1.88873 0.17040 -0.6235
S 4.95373 -0.96189 -0.50980 1.3392
O 5.23694 0.44831 -0.39786 -0.7613
O 3.72020 -1.47489 0.04599 -0.5566
C 5.01048 -1.36706 -2.24105 -0.7742
C 3.87200 -0.75833 -3.05207 -1.2465
N 2.53926 -0.91970 -2.46164 0.2805
C 1.84512 0.06669 -1.85738 0.6015
N 0.74669 -0.42046 -1.29022 0.1421
C 0.73409 -1.76975 -1.50757 -0.9622
C 1.83833 -2.08361 -2.21758 -0.1877
N 2.23511 -3.38248 -2.68769 1.1027
O 1.46621 -4.29460 -2.49232 -0.6305
O 3.27769 -3.44788 -3.32228 -0.6833
C 2.26041 1.49603 -1.81300 -0.6636
H 6.85750 -3.86540 0.79119 0.3894
H 6.09685 -3.83739 -0.79197 0.3149
H 5.11269 -3.62829 0.66502 0.2795
H 7.18623 -1.60137 -0.40339 0.4313
H 6.39739 -1.46733 1.17414 0.4010
H 5.03578 -2.45220 -2.33448 0.5157
H 5.94861 -0.94010 -2.59885 0.5474
H 3.87543 -1.22127 -4.03270 0.3572
H 4.02741 0.31005 -3.17290 0.4576
H -0.04687 -2.42802 -1.15897 0.7601
H 2.33875 1.91658 -2.81666 0.6207
H 3.22210 1.60543 -1.30865 0.1882
H 1.51494 2.06435 -1.26037 -0.6399
```

The value obtained for the energy relative to the best compared isomer or geometry (same formula, charge and spin) is 0.000 eV. As for the spin multiplicity: 2. The total energy is -3000.19178 a.u. The calculation puts the gap between HOMO and LUMO (spin up / spin down) at 4.84 / 8.01 eV. As for the charge: +1. Its largest force on an atom is 0.7 eV/A.

=====

Record 3
This record from the Open Molecules 2025 dataset describes a molecular structure, C32H37BrFeGeNO2PSSe2. The level of theory is wB97M-V/def2-TZVPD.

XYZ file:
```
79
Properties=species:S:1:pos:R:3:mulliken_charge:R:1
Fe -0.81322 -1.91914 0.18583 0.3598
S -1.30197 -3.83118 -0.93732 -0.3347
C -0.04837 -4.37808 0.11252 0.6264
C 0.43330 -5.67651 0.28721 -0.8990
C 1.41821 -5.87672 1.22720 -0.0723
C 1.89702 -4.79873 1.98142 -1.0939
C 1.36756 -3.55316 1.75654 -0.2393
N 0.42392 -3.34984 0.82261 0.3207
H 0.01792 -6.48648 -0.29464 0.4767
H 1.81371 -6.87036 1.39275 0.4112
H 2.66077 -4.93214 2.73296 0.4466
H 1.69488 -2.68328 2.31228 0.5984
Se -2.35100 -2.24638 1.95931 -0.4902
P -2.27105 -0.07774 2.14726 0.3785
Se -0.57067 0.53319 0.95062 -0.2821
C -3.78958 0.69342 1.56239 0.9364
C -4.98677 -0.01421 1.54606 -0.5087
C -6.15247 0.61545 1.13466 -0.6690
C -6.12428 1.94502 0.74304 -0.5094
C -4.92665 2.64884 0.74271 -0.8323
C -3.75799 2.02476 1.14542 -0.3852
C -2.04212 0.41523 3.86306 0.9997
C -1.85236 1.77076 4.13639 -0.2647
C -1.64207 2.18646 5.43801 -0.7681
C -1.61145 1.25468 6.46930 -0.4737
C -1.79171 -0.09161 6.19824 -0.7128
C -2.00918 -0.51623 4.89364 -0.3049
H -5.01147 -1.05465 1.84337 0.3360
H -7.08126 0.06153 1.11181 0.4256
H -7.03603 2.43218 0.42372 0.4104
H -4.90192 3.68099 0.41952 0.4434
H -2.81932 2.56470 1.11335 0.3681
H -1.85614 2.49976 3.33518 0.2890
H -1.50018 3.23748 5.65104 0.4115
H -1.44865 1.58317 7.48724 0.3993
H -1.76287 -0.81685 7.00022 0.4100
H -2.15100 -1.56813 4.68421 0.2527
C 6.41646 -0.70862 -0.67424 -1.5644
C 4.99353 -0.16669 -0.69112 0.2333
C 4.02090 -1.05410 0.08435 -1.0535
C 2.55372 -0.64506 -0.08678 0.5961
Ge 2.02048 -0.61344 -1.93813 0.2113
C 1.91421 1.03793 -2.93406 -0.6514
C 1.58960 2.29577 -2.11576 -0.4049
C 2.75571 2.82045 -1.27612 0.1147
C 2.57001 4.28385 -0.89412 -1.5605
H 7.08825 -0.08612 -1.26442 0.4202
H 6.45295 -1.71961 -1.08408 0.3513
H 6.80361 -0.74520 0.34523 0.3470
H 4.65579 -0.08016 -1.73479 0.0869
H 4.97546 0.84168 -0.27063 0.1962
H 4.27248 -1.01338 1.14745 0.4828
H 4.15395 -2.09218 -0.23710 0.3220
H 2.35573 0.33102 0.35498 0.3146
H 1.89657 -1.35203 0.41676 -0.6043
H 2.51686 -1.82383 -2.73521 -0.0335
H 1.16230 0.87444 -3.70279 0.2238
H 2.87071 1.15096 -3.45396 0.6263
H 0.72913 2.10614 -1.46298 -0.0721
H 1.28440 3.08243 -2.81081 0.5788
H 3.68646 2.70469 -1.84002 0.3091
H 2.86200 2.22619 -0.36654 -0.0145
H 2.53692 4.91503 -1.78349 0.3866
H 3.38838 4.63618 -0.26645 0.4188
H 1.63912 4.43145 -0.34268 0.2869
Br -3.77239 3.06390 -4.34414 -0.1622
C -2.56683 1.61753 -4.40362 -0.1827
C -2.01803 1.22767 -5.61711 -0.4587
C -1.11297 0.17399 -5.65621 -0.6208
C -0.75007 -0.47707 -4.48944 -0.2924
C -1.31889 -0.07924 -3.28463 0.3278
C -2.24459 0.95633 -3.23205 -0.6071
C -1.02369 -0.79808 -2.03388 0.5027
O -1.91598 -1.03401 -1.21161 -0.6106
O 0.18419 -1.23101 -1.75526 -0.0269
H -2.30130 1.73930 -6.52637 0.4405
H -0.69770 -0.13908 -6.60432 0.4494
H -0.05660 -1.30900 -4.51563 0.5240
H -2.68635 1.24478 -2.28734 0.7092
```

The value obtained for the energy relative to the best compared isomer or geometry (same formula, charge and spin) is 0.424 eV. As for the spin multiplicity: 2. The total energy is -12903.76318 a.u. The calculation puts the gap between HOMO and LUMO (spin up / spin down) at 6.76 / 7.96 eV. As for the charge: +1. Its largest force on an atom is 0.6 eV/A.

=====

Record 4
This record from the Open Molecules 2025 dataset describes a molecular structure, C32H37F10MgN2OSSb in a non-equilibrium geometry. The level of theory is wB97M-V/def2-TZVPD.

XYZ file:
```
85
Properties=species:S:1:pos:R:3:mulliken_charge:R:1
Mg 1.06208 -1.24505 0.15708 2.6785
F 7.68998 0.79035 0.16758 -0.3041
C 6.38278 0.70895 -0.12652 0.6295
C 5.66448 -0.44915 0.14168 0.1523
F 6.26778 -1.50275 0.70958 -0.3141
C 4.32548 -0.52675 -0.19002 -0.9839
F 3.64198 -1.65805 0.14278 -0.2007
C 3.63818 0.50285 -0.83982 0.9222
S 2.03258 0.33725 -1.40942 -0.4714
C 4.38698 1.67215 -1.08322 0.1936
F 3.78998 2.71255 -1.67902 -0.3381
C 5.71908 1.78165 -0.72382 0.0788
F 6.39388 2.91215 -0.96512 -0.3042
C -2.65402 -3.27835 -0.78412 -1.5700
C -1.28042 -3.08225 -0.20322 0.5600
O -0.67292 -2.03135 -0.35222 -0.6866
N -0.79472 -4.11525 0.50018 0.0170
C 0.51398 -4.11595 1.13578 -0.2938
C 1.62098 -4.25765 0.12108 0.7104
C 2.45488 -5.36845 0.07588 -0.9045
C 3.44168 -5.42485 -0.89562 -0.4151
C 3.53368 -4.38405 -1.80612 -0.8433
C 2.64598 -3.32545 -1.69592 -0.6305
N 1.72578 -3.26105 -0.74772 0.2349
H -2.76932 -2.62065 -1.63962 0.2030
H -3.37782 -2.98395 -0.02722 0.3195
H -2.85112 -4.30595 -1.07502 0.5194
H -1.36702 -4.93615 0.61798 0.2837
H 0.55558 -4.92765 1.86178 0.7197
H 0.65418 -3.15845 1.64728 -0.6755
H 2.34398 -6.16435 0.79698 0.4437
H 4.12208 -6.26435 -0.94192 0.4283
H 4.28758 -4.37835 -2.57562 0.4635
H 2.66588 -2.49095 -2.38452 0.5363
C -4.57082 2.35225 -0.16282 -1.8133
C -3.83912 1.03135 -0.28832 1.7916
C -4.39452 0.24545 -1.46652 -1.4565
C -4.03392 0.20655 0.97548 -1.5398
Sb -1.57152 1.21655 -0.55872 0.1492
C -0.99812 2.93285 0.82948 1.8223
C -1.42912 2.51535 2.22828 -1.7934
C -1.59502 4.28905 0.49418 -1.6237
C 0.52288 3.00735 0.78168 -1.5681
C -1.39852 2.14035 -2.64722 1.8332
C -2.56442 3.00945 -3.09952 -1.8290
C -0.12322 2.96075 -2.72962 -1.5714
C -1.26742 0.92825 -3.56412 -1.5916
H -5.64812 2.18195 -0.14792 0.5235
H -4.34782 3.00275 -1.00032 0.2441
H -4.30362 2.85905 0.75928 0.3072
H -5.44962 0.02135 -1.30262 0.5087
H -3.86162 -0.69495 -1.58592 -0.0273
H -4.31262 0.80765 -2.39062 0.2620
H -5.09532 0.04075 1.16248 0.5004
H -3.61742 0.70715 1.84368 0.3065
H -3.54512 -0.76015 0.88088 0.0873
H -2.51302 2.49315 2.32048 0.2759
H -1.04552 3.21915 2.96828 0.5519
H -1.03232 1.52965 2.47348 0.2205
H -2.67982 4.26695 0.52768 0.2268
H -1.28362 4.63005 -0.48842 0.2330
H -1.25502 5.02745 1.22198 0.5242
H 0.97138 2.04495 1.04508 0.0445
H 0.88928 3.75235 1.48988 0.5398
H 0.87448 3.28545 -0.20712 0.3372
H -2.74942 3.82695 -2.40582 0.2536
H -3.47662 2.42915 -3.21972 0.3134
H -2.32232 3.45505 -4.06822 0.5400
H -0.23492 3.90295 -2.19972 0.2600
H 0.09498 3.18785 -3.77372 0.5488
H 0.72758 2.42055 -2.32122 0.0676
H -2.10122 0.23895 -3.43912 0.3067
H -0.34702 0.38475 -3.34692 0.1723
H -1.24292 1.24515 -4.60782 0.4927
F -1.23952 -1.32685 2.21038 -0.2581
C -0.12742 -1.00975 2.92948 0.4595
C 1.06848 -0.89165 2.24738 -0.7179
C 2.15358 -0.56635 3.04288 0.4976
F 3.35738 -0.42685 2.44588 -0.1717
C 2.08698 -0.39465 4.42258 -0.0499
F 3.18248 -0.12185 5.14598 -0.3213
C 0.85868 -0.53965 5.05948 0.7698
F 0.76378 -0.39065 6.38538 -0.3228
C -0.26562 -0.84925 4.30328 -0.1246
F -1.46262 -0.98445 4.89728 -0.3499
```

The value obtained for the energy relative to the best compared isomer or geometry (same formula, charge and spin) is 0.890 eV. The total energy is -3263.53939 a.u. The calculation puts the gap between HOMO and LUMO at 7.20 eV. As for the charge: 0. Its largest force on an atom is 1.3 eV/A.

=====

Question: Among the records above, which one has the highest energy relative to the best compared isomer or geometry (same formula, charge and spin)?
Answer: C32H37BGeN6Ti

=====

Question: The lowest energy relative to the best compared isomer or geometry (same formula, charge and spin) belongs to which entry?
Answer: C32H37BN13O6STl